# 1
5 unconnected molecules or ions with the total composition H10O5. Source: the Open Molecules 2025 dataset; level of theory: the ωB97M-V functional and the def2-TZVPD basis.

Geometry as XYZ:
```
15
Properties=species:S:1:pos:R:3:forces:R:3
O 0.20734 -0.29522 -0.24787 -0.214 0.151 -0.058
H 1.04481 -0.59184 -0.60411 0.572 0.019 -0.061
H -0.27242 -1.10175 -0.05931 -0.267 -0.180 0.253
O -1.21013 1.36553 1.92595 -0.181 0.160 0.378
H -1.15851 2.09638 1.30998 0.024 0.220 -0.119
H -1.38923 0.60169 1.37759 0.148 -0.360 -0.186
O -0.07258 2.26299 -1.72497 -0.191 0.337 -0.233
H -0.06799 1.70760 -0.94538 0.032 -0.544 0.208
H 0.81853 2.60834 -1.77884 0.187 0.125 -0.023
O 3.25909 -0.99812 -0.97769 -0.290 0.225 0.101
H 3.11640 -1.13997 -1.91351 0.054 0.005 -0.344
H 3.45473 -1.86828 -0.63016 0.104 -0.236 0.178
O -2.20150 -1.65747 1.41491 0.325 0.005 -0.205
H -2.68825 -1.28425 2.14977 -0.072 0.131 0.320
H -2.84029 -1.70563 0.70366 -0.230 -0.058 -0.210
```
Forces are in eV/Å.

The calculation puts the gap between HOMO and LUMO at 11.40 eV. The SMILES is O.O.O.O.O. Its charge is 0.

# 2
5 unconnected molecules or ions with the total composition H10O5. Source: the Open Molecules 2025 dataset; level of theory: the ωB97M-V functional and the def2-TZVPD basis.

Geometry as XYZ:
```
15
Properties=species:S:1:pos:R:3:forces:R:3
H 0.88072 -0.44625 -0.65404 -0.128 -0.023 -0.016
H 0.22944 0.20052 -1.86547 -0.044 -0.014 0.030
H 3.59187 -2.27735 0.39358 0.069 -0.041 0.092
H 4.80853 -3.18727 0.43646 0.001 0.052 0.086
H 1.11181 3.68760 -0.24363 0.031 0.049 -0.097
H 2.56479 3.29993 -0.46408 -0.011 0.074 -0.075
H -1.77570 1.43370 1.78148 -0.066 -0.133 -0.017
H -3.10001 2.04487 2.20892 -0.021 -0.107 0.013
H -4.14500 -1.90301 -0.22185 0.065 -0.055 -0.044
H -3.17078 -1.49540 -1.31491 0.051 -0.096 0.053
O 0.03048 -0.34579 -1.09674 0.147 0.103 -0.013
O 4.37233 -2.47824 0.92226 -0.069 -0.028 -0.182
O 1.81179 3.70832 -0.90589 -0.015 -0.144 0.170
O -2.66762 1.19654 2.05935 0.061 0.208 -0.023
O -3.67144 -2.25049 -0.98604 -0.071 0.154 0.024
```
Forces are in eV/Å.

The calculation puts the gap between HOMO and LUMO at 11.17 eV. The SMILES is O.O.O.O.O. Its charge is 0.

Energy relative to the best compared isomer or geometry (same formula, charge and spin), record by record: 22.58, 33.66 kcal/mol